Entry 1:
Molecular formula: C28H62N4O5
Method: DFT, the ωB97M-V functional and the def2-TZVPD basis

Structure (XYZ):
```
99
Properties=species:S:1:pos:R:3:forces:R:3:lowdin_charge:R:1
C 20.2365 30.6690 -4.1143 0.09 2.07 0.66 -0.11
H 18.5278 36.2888 -7.8588 0.14 -0.02 -0.09 0.07
C 7.9330 35.7927 -6.8643 -1.34 -1.04 -0.75 -0.23
H 7.3922 38.9406 -6.7217 -0.23 0.28 0.21 0.07
O 13.0280 29.2987 -7.7551 -1.70 -0.13 -0.86 -0.01
H 20.8010 29.2042 -5.3652 0.54 -0.52 -0.10 0.11
H 16.2440 35.7684 -4.6607 0.39 -0.37 0.06 0.11
C 12.0846 28.9082 -8.4767 1.65 0.90 3.46 -0.63
H 16.1333 39.2559 -7.2536 -0.07 1.06 0.07 0.06
C 6.4066 38.5039 -6.8827 -0.05 -0.94 -0.13 -0.09
H 16.3756 37.2479 -8.2998 -0.58 0.33 0.24 0.10
H 6.0421 37.9494 -6.0179 0.14 0.67 0.52 0.06
C 5.4111 24.7670 -13.1548 0.01 -0.14 1.42 -0.09
H 15.5201 19.2051 -11.5367 -0.96 -0.16 -0.38 0.11
H 18.7748 28.4823 -6.7087 0.70 0.36 0.39 0.06
C 15.4574 37.9607 -5.7476 -0.37 0.34 -0.75 -0.27
H 5.6645 39.2192 -7.2373 0.12 0.28 0.51 0.07
H 9.3801 35.4239 -9.5473 -0.05 0.40 -0.41 0.08
H 21.3942 29.0964 -1.3622 0.97 0.14 -0.44 0.06
H 19.9966 30.9093 -3.0786 -0.30 0.00 0.05 0.07
H 17.4338 20.0940 -11.0476 0.01 0.22 0.05 0.13
C 20.7637 29.3222 -4.2822 -0.43 -1.59 -0.64 -0.28
C 15.4784 35.5332 -5.4001 -0.35 1.94 -1.30 -0.26
H 14.4625 38.8833 -7.4521 -0.21 -0.16 0.07 0.07
C 6.4847 37.4521 -7.9742 0.83 0.18 -0.89 -0.28
C 8.9569 37.3196 -8.4867 -0.63 -1.21 -0.52 -0.23
H 17.7127 27.2846 -6.2910 -0.05 -0.44 0.47 0.06
H 19.2025 27.3121 -2.0684 -0.40 0.17 -0.21 0.11
H 19.2538 29.0987 -1.9654 -0.24 0.06 0.53 0.10
C 15.6240 22.3657 -11.1794 -0.14 2.72 -1.02 -0.47
H 13.6730 21.5818 -11.5998 0.13 -0.29 0.29 0.13
H 5.7965 23.7638 -12.9728 -0.06 -0.32 -0.52 0.14
H 9.4340 37.8895 -7.6893 0.10 -0.09 0.42 0.10
H 9.8854 28.5243 -8.5151 0.33 0.05 -0.89 0.08
H 3.7170 24.5615 -10.6152 0.03 0.61 0.74 0.12
O 5.3945 25.8064 -10.9081 0.18 -1.26 -2.88 0.01
H 3.4395 25.5879 -13.2948 0.07 0.08 -0.04 0.11
H 13.2010 27.6236 -9.5509 -0.05 0.35 -0.07 0.13
H 15.6153 34.5688 -5.8892 0.62 0.18 -0.12 0.12
H 3.3947 26.2908 -11.2069 0.02 -0.20 0.77 0.12
C 4.0402 25.4126 -11.2146 -0.35 -0.75 -1.13 -0.15
N 12.2989 28.0623 -9.4336 0.14 -2.15 -2.86 0.16
H 14.6923 38.0556 -4.9770 -0.05 -0.72 0.02 0.10
H 21.9306 27.5098 -2.0627 -0.32 -0.02 0.02 0.08
H 18.0959 29.0407 -4.3179 -0.87 0.02 -0.11 0.10
O 16.5747 21.8809 -10.3465 0.13 0.74 -0.85 0.02
H 5.6038 25.0780 -14.1815 0.28 0.14 0.39 0.14
H 18.0477 27.2916 -3.9748 0.20 0.17 0.38 0.11
H 18.1094 35.7729 -6.2521 -0.34 -0.17 0.01 0.07
N 15.4386 36.6447 -6.4272 -0.29 -0.10 0.24 -0.17
C 18.6659 27.6973 -5.9604 0.07 0.16 0.82 -0.08
N 7.6911 36.6221 -8.0760 0.77 -0.05 1.03 -0.19
H 14.9056 21.1429 -12.7673 0.02 0.30 -0.08 0.13
H 14.7856 40.0014 -6.1537 0.71 0.23 -0.13 0.07
H 14.2736 34.5802 -4.0461 -0.40 0.31 0.69 0.07
C 14.7163 21.2837 -11.7031 1.20 -0.79 0.11 -0.06
H 8.1934 36.3591 -5.9702 -0.02 0.33 0.16 0.11
C 21.1290 28.0597 -1.5695 -0.97 1.79 0.35 -0.09
H 8.7515 35.0967 -7.0483 0.17 0.36 -0.17 0.09
C 18.6197 28.0930 -4.4425 -0.02 0.79 -1.09 -0.25
H 6.4309 37.9889 -8.9213 -0.17 -0.23 -0.29 0.10
N 19.9002 28.2750 -3.7745 0.59 -1.95 0.29 -0.21
H 19.4584 26.9510 -6.0157 -0.06 -0.04 -0.53 0.07
C 17.8556 36.4969 -7.0264 0.83 -0.29 -0.36 -0.10
C 9.9167 36.2157 -9.0248 0.23 0.13 1.10 -0.09
H 14.4930 19.7510 -10.2084 0.54 -0.02 0.45 0.12
C 3.9915 24.8777 -12.6790 -0.81 0.23 -0.75 -0.17
O 15.5401 23.5485 -11.4874 0.32 -1.98 0.93 0.09
H 6.3204 34.3144 -7.4162 0.60 -0.08 -0.29 0.07
C 19.7726 28.2071 -2.3175 0.90 -0.92 -0.51 -0.25
H 19.3839 30.8457 -4.7699 0.01 0.26 0.16 0.08
H 16.1589 35.5697 -8.0744 0.17 -0.27 0.27 0.11
C 14.1447 35.4201 -4.7287 -0.66 -1.01 -0.23 -0.11
H 10.4824 29.3012 -7.1635 0.35 0.57 0.04 0.08
H 13.6972 36.3156 -4.2972 0.43 -0.14 0.31 0.06
H 3.4848 23.9255 -12.8356 -0.20 0.05 0.56 0.11
H 10.5452 30.2348 -8.6965 -0.70 0.01 0.13 0.09
C 6.1461 25.4948 -12.0704 5.39 2.77 1.05 -0.39
H 5.6101 36.8085 -7.8788 0.07 -0.13 -0.27 0.10
H 8.7249 38.0703 -9.2422 -0.21 -0.21 -0.26 0.10
C 16.6182 20.4486 -10.4172 -0.65 1.15 1.85 -0.16
H 18.1634 37.4676 -6.6376 -0.24 0.16 -0.01 0.07
C 10.6497 29.2509 -8.2393 -0.27 0.59 0.86 -0.01
H 13.4257 35.0440 -5.4564 -0.11 0.14 -0.17 0.07
H 21.7655 29.2268 -3.8636 -0.03 -0.17 -0.02 0.11
H 7.0076 34.1005 -5.7923 0.38 -0.15 -0.18 0.06
C 15.2014 39.1533 -6.6977 0.09 -1.52 -0.33 -0.09
H 20.9625 27.7682 -0.5325 -0.11 -0.83 -0.16 0.06
H 16.4049 38.1625 -5.2479 0.36 -0.14 0.26 0.10
C 16.4232 36.4768 -7.5308 -0.08 0.19 1.24 -0.24
C 6.7400 34.8328 -6.5541 -0.35 0.43 0.36 -0.10
H 16.7513 20.2004 -9.3642 0.38 -0.67 -0.24 0.13
H 5.8437 35.2731 -6.1170 0.10 0.71 0.08 0.05
H 11.5610 27.8453 -10.0883 0.24 -0.22 0.18 0.11
H 21.0687 31.3298 -4.3570 -0.27 0.49 -0.32 0.08
O 7.3650 25.8156 -12.1214 -4.55 -1.21 0.39 0.05
H 10.8210 36.5436 -9.5374 -0.40 0.38 -0.46 0.07
C 15.2565 20.0646 -10.9203 -0.98 -1.18 -1.12 -0.16
H 10.3573 35.6994 -8.1719 -0.06 -0.04 0.24 0.05
```
Forces are in eV/Å.

Molar mass, g/mol: 534.827
Structure (SMILES): CCN(CC)CC.CCN(CC)CC.CCN(CC)CC.O=C1CCCO1.O=C1CCCO1.CC(N)=O
Strongest force on any atom, eV Å⁻¹: 6.15
Relative energy (zero: lowest compared OMol25 entry of this formula, charge and spin), kcal per mole: 0.00
LUMO level, eV: 0.612
Multiplicity: 1
HOMO-LUMO gap, Eh: 0.30489

=====

Entry 2:
Molecular formula: C28H65As2Cl2KN4S2Si4
Method: DFT, the ωB97M-V functional and the def2-TZVPD basis

Structure (XYZ):
```
108
Properties=species:S:1:pos:R:3:forces:R:3:lowdin_charge:R:1
H 2.1398 -3.7722 -0.1348 0.00 -0.02 -0.01 0.12
H 0.1291 5.1373 -2.7699 -0.04 0.01 0.02 0.03
H 1.3682 5.0603 0.6456 0.01 0.00 0.01 0.04
C -0.4139 -3.1120 -0.9363 0.01 0.01 0.10 -0.19
H 0.5962 -4.5933 1.4916 -0.02 0.01 -0.01 0.07
C 0.5875 3.1998 -5.3359 -0.03 0.12 -0.12 -0.23
C -0.9212 -2.3588 -4.4628 -0.03 -0.08 -0.09 -0.23
H -4.2188 2.0875 -5.0859 0.01 0.02 -0.03 0.02
H -1.3510 4.4679 -3.4491 0.01 -0.02 0.00 0.02
C 4.7320 -1.3202 0.4610 -0.05 0.00 -0.02 -0.92
C -3.5566 2.2919 -1.9875 -0.07 -0.01 0.05 -0.23
H 2.2734 3.5022 4.0575 -0.01 0.02 0.00 0.02
H -0.1514 -3.4472 -1.9471 -0.02 -0.01 0.03 0.11
H 2.3764 -2.2457 0.7125 -0.03 0.00 0.03 0.04
H 3.2020 0.8209 4.9236 0.04 -0.02 -0.02 0.02
H 2.6014 -0.5770 -4.6198 -0.01 0.01 0.02 0.02
H 2.6439 -0.5773 3.9667 -0.01 0.00 0.00 0.02
H -1.4822 3.1097 3.5897 0.01 -0.01 -0.01 -0.03
N 4.9294 -1.8067 1.7027 0.00 0.13 -0.07 -0.05
H -3.0783 3.0559 2.8397 -0.02 0.00 0.01 0.02
Si 0.1229 -0.7712 -4.4398 0.01 0.17 0.25 0.29
H 2.6430 3.8874 -2.9749 0.02 -0.03 0.01 0.03
H -3.8514 -0.8077 -2.1860 -0.01 0.00 -0.02 0.01
C -2.4423 2.5981 3.5977 0.03 -0.06 0.01 -0.32
H 2.1402 -2.2803 -4.5536 0.00 0.01 -0.01 0.02
H -4.6398 2.3458 -2.1394 0.01 0.01 0.02 0.03
C -2.6883 -2.4715 1.2824 0.04 0.05 0.01 -0.28
Cl 2.5157 3.0081 0.8090 -0.21 0.13 0.07 0.52
N 5.3691 -1.9532 -0.5403 -0.05 0.05 0.00 0.12
H 3.4432 0.7869 3.1516 0.01 0.04 0.02 -0.02
H -3.1606 3.3073 -2.0250 0.02 0.03 -0.01 0.01
H -4.1755 -0.8763 3.6873 0.00 0.00 0.00 0.01
H -0.9242 0.0457 -6.5505 0.01 -0.01 -0.01 0.01
H -2.9032 2.7006 4.5792 0.00 0.02 0.00 0.03
As -2.2085 0.6927 3.1624 -0.10 0.17 0.31 1.11
H 0.3805 -1.1077 -6.8689 -0.02 0.03 -0.04 0.03
C 0.0097 0.4561 5.0680 -0.01 0.06 -0.10 -0.43
C -4.0562 0.2020 3.5971 -0.01 0.00 -0.03 -0.33
K 0.0165 0.2247 0.7441 0.10 -0.10 -0.49 0.16
H -0.9095 4.0568 -1.8044 0.02 0.02 0.04 -0.03
H -3.1553 -1.7843 1.9867 0.02 0.02 0.00 0.06
H 5.6530 -3.7751 1.5253 0.00 0.00 -0.01 0.09
H 1.6447 2.8623 5.5982 0.01 0.03 0.00 0.02
H -2.7176 -0.9111 -0.0024 -0.01 -0.03 -0.02 0.09
H 1.2803 2.5525 -5.8696 0.07 -0.05 -0.03 0.01
H -3.3713 1.9056 -0.9800 -0.02 0.00 0.00 0.01
H -0.5015 -4.0193 -0.3371 -0.02 0.01 0.00 0.10
H -2.2600 -3.7468 2.9360 0.02 0.02 0.01 0.07
H -3.4941 -3.1228 0.9043 0.00 -0.02 -0.01 0.12
H 1.1562 4.0192 -0.8057 -0.04 0.02 0.02 -0.02
C -0.5017 4.2412 -2.7982 0.01 0.09 0.00 -0.25
H 2.1910 -1.2972 -3.0734 -0.02 -0.04 0.02 -0.01
H 0.9579 4.2272 -5.4243 -0.02 0.00 -0.05 0.03
H 4.5211 -1.2477 2.4329 -0.02 -0.02 0.02 0.09
S 3.7200 -0.0072 0.1689 0.12 -0.07 0.03 0.59
C 1.0532 -3.6249 1.6978 0.06 -0.03 -0.02 -0.46
C -0.1042 -0.6089 7.2365 0.00 0.00 0.00 -0.08
C 1.6213 -2.9770 0.4284 -0.05 0.04 0.01 -0.30
C 2.7798 0.5056 3.9699 -0.05 0.01 0.00 -0.32
H -0.3060 -3.1990 -4.8011 -0.02 0.00 -0.03 0.03
H 5.9547 -2.7558 -0.3960 0.02 0.00 -0.01 0.09
C 1.9287 -1.2914 -4.1348 0.05 0.02 0.00 -0.23
N 0.6246 -2.2717 -0.3503 0.08 -0.19 -0.11 -0.12
H 2.3470 2.5322 -1.8575 0.05 -0.01 -0.01 -0.04
As 1.0359 1.3502 3.6456 0.03 -0.20 0.30 1.08
H -1.9960 -1.4813 7.7522 0.01 0.00 0.01 0.10
H -2.6513 2.9144 -5.0516 -0.03 0.01 0.00 0.01
H -0.3805 3.1401 -5.8371 0.01 0.00 -0.01 0.02
C -2.0463 -0.5488 5.8246 0.09 0.03 -0.01 -0.11
Si 0.4591 2.7676 -3.5100 -0.14 -0.25 0.07 0.27
H 6.9091 -2.5484 1.8322 0.00 0.00 -0.01 0.09
Si -0.5148 0.7681 -2.7788 0.10 -0.02 0.10 0.36
C -3.1416 1.9424 -4.9556 -0.04 0.07 -0.11 -0.22
H -2.5438 -3.0943 -1.2935 0.02 -0.03 -0.01 0.13
H 0.5647 3.7172 4.4716 -0.01 0.00 0.01 0.01
H 1.8792 -3.8265 2.3824 0.00 0.01 0.00 0.06
H 1.0553 -1.6978 -1.0683 0.06 -0.02 0.00 0.06
C 0.0820 -0.2545 -6.2491 -0.06 -0.10 -0.15 -0.23
H 5.1905 -1.6366 -1.4772 -0.01 0.01 0.00 0.10
Cl -0.4019 3.5372 0.8891 0.19 0.05 0.01 0.54
C -1.3396 0.1499 4.8473 -0.07 0.03 -0.04 -0.43
S -0.1613 -2.6538 2.6392 0.02 0.05 0.03 0.85
C 5.8788 -2.8432 2.0483 -0.04 -0.02 0.04 -0.08
C -1.7282 -3.3791 2.0564 -0.06 -0.05 0.00 -0.44
H -1.6916 -1.6246 -1.7786 0.02 0.00 0.01 0.03
H 2.8822 2.2151 -3.4884 -0.02 0.00 -0.02 0.02
H -4.7946 -0.2278 -3.5603 0.00 -0.03 0.02 0.03
H -3.3606 -1.2268 -3.8266 0.00 0.02 -0.02 0.00
C 2.2430 2.8701 -2.8893 0.08 0.05 0.00 -0.24
Si -2.7607 1.1660 -3.2838 0.24 -0.08 0.03 0.26
C -1.4321 -0.9326 7.0085 -0.02 -0.01 -0.01 -0.08
H 0.3783 -0.8969 8.1618 0.00 0.00 0.00 0.10
H -2.7774 1.3150 -5.7726 -0.03 0.00 0.01 0.01
H -4.3737 0.6807 4.5227 -0.03 0.00 -0.01 0.03
H 0.7517 0.5716 -6.4697 0.08 0.07 -0.01 0.00
H -1.3825 -2.6392 -3.5189 0.02 0.00 -0.03 -0.02
C 1.4156 3.0432 4.5487 0.05 0.01 -0.01 -0.30
H -1.4669 -4.2608 1.4741 -0.01 0.01 -0.02 0.06
N -2.0908 -1.6734 0.2294 -0.14 -0.10 0.03 -0.11
H -1.7296 -2.2347 -5.1892 0.01 -0.02 0.01 0.02
C 1.1888 4.0584 0.2768 -0.02 -0.04 0.01 -0.92
H 5.7950 -3.0437 3.1131 0.03 0.01 0.00 0.09
H -4.6873 0.5481 2.7783 -0.01 0.01 0.01 0.03
H 1.6473 0.3270 6.4528 -0.01 0.00 0.01 0.09
C -3.7767 -0.4292 -3.2104 -0.16 -0.01 0.03 -0.22
C 0.6071 0.0838 6.2683 -0.01 0.00 -0.03 -0.11
C -1.7561 -2.3833 -0.9991 0.07 0.08 -0.01 -0.24
H -3.0864 -0.8019 5.6726 -0.01 -0.01 0.01 0.08
```
Forces are in eV/Å.

Molar mass, g/mol: 894.182
Strongest force on any atom, eV Å⁻¹: 0.51
Relative energy (zero: lowest compared OMol25 entry of this formula, charge and spin), kcal per mole: 0.00
LUMO level, eV: -0.060
Multiplicity: 1
HOMO-LUMO gap, Eh: 0.20514